{"formula": "C21H26BFIO13S", "method": "the ωB97M-V functional and the def2-TZVPD basis", "fmax_ha_per_bohr": 0.011, "charge": -1, "orbital_gap_ev": 5.553, "species": ["O", "S", "O", "O", "C", "C", "C", "C", "B", "F", "O", "C", "C", "C", "C", "C", "I", "O", "H", "H", "H", "H", "H", "H", "H", "H", "H", "H", "H", "H", "H", "H", "H", "H", "H", "H", "C", "C", "C", "O", "C", "C", "C", "O", "O", "O", "H", "H", "H", "H", "C", "C", "C", "O", "C", "C", "C", "O", "O", "O", "H", "H", "H", "H"], "xyz": [[1.3552, -1.7035, 2.9646], [1.3739, -0.3003, 2.6832], [1.2546, 0.5637, 3.8418], [2.7348, 0.0694, 1.9486], [0.1956, 0.1765, 1.4397], [-0.8532, -0.9018, 1.1163], [-0.8358, -1.3586, -0.3562], [-0.1133, -2.7105, -0.5882], [1.3534, -2.4550, -1.1825], [2.0689, -1.6213, -0.1890], [2.1922, -3.6360, -1.4569], [3.2645, -3.1238, -2.2020], [2.7701, -1.7644, -2.7953], [2.9687, -1.6393, -4.2978], [4.4440, -1.3921, -4.6779], [4.6202, -0.3829, -5.8142], [6.1685, 1.0630, -5.4703], [1.4048, -1.7211, -2.4724], [3.4400, -0.4678, 2.3358], [-0.2364, 1.0988, 1.8224], [0.7825, 0.4208, 0.5537], [-0.7378, -1.7609, 1.7787], [-1.8338, -0.4721, 1.3363], [-0.3107, -0.6050, -0.9511], [-1.8611, -1.4213, -0.7190], [0.0275, -3.2081, 0.3792], [-0.7183, -3.3691, -1.2194], [3.5304, -3.8372, -2.9989], [4.1677, -2.9702, -1.5931], [3.2960, -0.9337, -2.2979], [2.3338, -0.8372, -4.6850], [2.6312, -2.5703, -4.7668], [4.9325, -2.3306, -4.9514], [4.9690, -1.0346, -3.7876], [3.7168, 0.1942, -5.9916], [4.9287, -0.8493, -6.7469], [-5.5042, -1.5070, -1.4797], [-6.6855, -2.1096, -1.6714], [-7.5422, -2.6193, -0.5250], [-8.6048, -3.1323, -0.8396], [-7.0633, -2.4751, 0.8261], [-5.8769, -1.8771, 1.0226], [-5.0326, -1.3406, -0.1235], [-3.9914, -0.7993, 0.1939], [-5.3272, -1.6896, 2.2071], [-7.2314, -2.3214, -2.8604], [-4.8882, -1.1424, -2.2894], [-7.6698, -2.8547, 1.6358], [-4.4688, -1.2454, 2.0374], [-8.0815, -2.7721, -2.6777], [2.1742, 5.3198, 5.0791], [1.7479, 4.1875, 4.4745], [0.8584, 4.2285, 3.2231], [0.5486, 3.1501, 2.7597], [0.4528, 5.5112, 2.6916], [0.8863, 6.6178, 3.3093], [1.7816, 6.5833, 4.5366], [2.1032, 7.6805, 4.9788], [0.5909, 7.8526, 2.9275], [2.0577, 2.9951, 4.9011], [2.8020, 5.3083, 5.9585], [-0.1813, 5.5358, 1.8169], [1.0589, 8.4289, 3.5700], [1.6611, 2.2782, 4.3284]], "forces_ev_per_angstrom": [[0.1, 0.0, -0.1], [0.1, -0.2, 0.3], [0.0, 0.1, -0.1], [-0.1, 0.2, 0.2], [0.0, 0.1, -0.2], [-0.3, 0.2, -0.1], [0.3, -0.4, 0.1], [0.1, 0.1, 0.0], [0.1, -0.1, 0.0], [-0.1, 0.0, 0.0], [0.1, 0.2, 0.2], [0.1, -0.1, -0.2], [-0.3, -0.1, -0.1], [0.2, -0.3, -0.3], [0.0, 0.1, 0.3], [0.0, -0.3, -0.2], [0.0, 0.1, 0.0], [0.1, 0.2, 0.2], [0.0, -0.2, -0.1], [0.0, -0.1, 0.0], [0.1, -0.1, 0.1], [0.1, 0.0, 0.0], [0.1, 0.0, 0.1], [-0.3, 0.1, -0.1], [0.0, 0.1, 0.0], [-0.1, -0.1, -0.1], [0.1, 0.0, 0.0], [0.0, 0.1, 0.0], [-0.1, 0.0, 0.1], [0.0, 0.0, -0.1], [0.0, 0.0, 0.2], [-0.2, 0.1, 0.0], [0.0, 0.1, 0.0], [-0.1, 0.0, -0.1], [0.1, 0.1, 0.1], [-0.1, 0.0, 0.0], [0.0, 0.0, 0.0], [0.0, 0.0, 0.0], [0.0, 0.0, 0.0], [0.0, 0.0, 0.0], [0.0, 0.0, 0.0], [0.0, 0.0, 0.0], [0.0, 0.0, 0.0], [-0.2, 0.1, 0.0], [0.0, 0.0, 0.0], [0.0, 0.0, 0.0], [0.0, 0.0, 0.0], [0.0, 0.0, 0.0], [0.0, 0.0, 0.0], [0.0, 0.0, 0.0], [0.0, 0.0, 0.0], [-0.1, 0.2, -0.2], [0.2, -0.4, 0.2], [-0.1, 0.3, -0.1], [0.0, 0.1, 0.0], [0.0, 0.0, 0.0], [0.0, 0.1, 0.0], [0.0, 0.0, 0.0], [0.0, 0.0, 0.0], [-0.1, -0.3, -0.1], [0.0, -0.1, 0.0], [0.0, 0.0, 0.0], [0.0, 0.0, 0.0], [0.1, 0.1, 0.1]]}

{"formula": "C42H31Cl2N5O2P2Pb", "method": "the ωB97M-V functional and the def2-TZVPD basis", "e_above_lowest_kj_mol": 285.4, "fmax_ha_per_bohr": 0.065, "charge": 0, "orbital_gap_ev": 6.207, "species": ["Pb", "Cl", "C", "C", "C", "N", "C", "O", "C", "C", "C", "C", "C", "N", "C", "C", "C", "Cl", "N", "C", "O", "C", "C", "C", "C", "C", "N", "H", "H", "H", "H", "H", "H", "H", "H", "H", "H", "N", "P", "C", "C", "C", "C", "C", "C", "C", "C", "C", "C", "C", "C", "P", "C", "C", "C", "C", "C", "C", "C", "C", "C", "C", "C", "C", "H", "H", "H", "H", "H", "H", "H", "H", "H", "H", "H", "H", "H", "H", "H", "H", "H", "H", "H", "H", "H"], "xyz": [[-1.2428, 1.1709, -1.3972], [0.4551, 5.3720, -6.7813], [0.4966, 4.0439, -5.7532], [0.0425, 4.2182, -4.4600], [0.0214, 3.1434, -3.5201], [-0.5968, 3.2171, -2.2908], [-0.4923, 4.3201, -1.4811], [-0.0490, 5.4305, -1.7809], [-1.0072, 4.1679, -0.0735], [-1.0640, 5.3064, 0.7509], [-1.5667, 5.2023, 2.0545], [-1.9686, 3.9323, 2.5426], [-1.8807, 2.8623, 1.6640], [-1.3600, 2.9556, 0.4031], [0.5152, 1.8640, -3.9311], [1.0440, 1.7290, -5.2402], [1.0117, 2.7556, -6.1569], [1.6394, 2.5228, -7.7167], [0.3878, 0.8356, -3.0502], [1.0878, -0.3683, -3.0839], [1.7073, -0.8667, -4.0192], [1.0474, -1.1222, -1.7468], [1.5430, -2.3882, -1.7123], [1.9310, -2.9923, -0.3820], [1.2817, -2.2907, 0.8055], [0.1183, -1.3498, 0.4713], [0.6739, -0.4191, -0.5529], [-0.3205, 5.1846, -4.1084], [-0.7806, 6.2641, 0.3073], [-1.6871, 6.1097, 2.6499], [-2.3387, 3.7699, 3.5538], [-2.2538, 1.8807, 1.9735], [1.4111, 0.7407, -5.5203], [1.7002, -2.9264, -2.6717], [1.9012, -4.0921, -0.3240], [1.0729, -3.0149, 1.5942], [-0.3700, 0.3258, 1.7383], [-0.3623, -0.6832, 1.6143], [-1.4275, -2.1760, -0.4273], [-1.4454, -3.8570, 0.0989], [-0.9005, -4.8511, -0.7628], [-0.8773, -6.1869, -0.3514], [-1.4639, -6.5303, 0.8784], [-1.9490, -5.5548, 1.7558], [-1.9084, -4.2142, 1.3736], [-2.9842, -1.4796, 0.0604], [-3.2933, -1.2763, 1.4274], [-4.5095, -0.6755, 1.7725], [-5.4772, -0.3846, 0.8036], [-5.2204, -0.6732, -0.5497], [-3.9621, -1.1401, -0.9300], [2.3871, 0.2391, 0.1815], [2.6001, -1.4748, 1.0901], [3.3419, -2.5292, 0.1369], [4.0934, -3.5596, 0.8824], [4.3966, -3.4678, 2.1906], [3.9096, -2.3722, 2.9765], [3.1690, -1.3763, 2.4418], [1.9931, 1.6477, 1.2238], [2.2596, 2.8967, 0.6037], [2.1452, 4.0792, 1.3436], [1.7268, 4.0556, 2.6845], [1.4390, 2.8112, 3.2892], [1.5813, 1.6155, 2.5789], [-0.6140, -1.2580, 2.4296], [-0.4451, -4.5736, -1.7260], [-0.4742, -6.9558, -1.0025], [-1.5531, -7.5956, 1.1400], [-2.3491, -5.8695, 2.7266], [-2.2646, -3.4359, 2.0602], [-2.5479, -1.4905, 2.2209], [-4.7001, -0.4091, 2.8160], [-6.4208, 0.0907, 1.0790], [-5.9986, -0.5436, -1.3086], [-3.7318, -1.3022, -1.9785], [3.9141, -2.0661, -0.6734], [4.4938, -4.3910, 0.2845], [5.0533, -4.1955, 2.6906], [4.2106, -2.2987, 4.0290], [3.0012, -0.4431, 2.9919], [2.6234, 2.9246, -0.4349], [2.3849, 5.0273, 0.8441], [1.6253, 4.9744, 3.2635], [1.1040, 2.7848, 4.3317], [1.3165, 0.6497, 3.0746]], "forces_ev_per_angstrom": [[0.3, -0.1, -0.9], [0.1, 1.0, -1.1], [0.6, -2.3, 0.8], [-0.1, -0.8, 1.2], [0.4, 0.0, -2.3], [-0.1, 0.7, 2.5], [0.1, -0.2, -1.4], [0.0, -0.5, 0.1], [-0.1, -0.4, 1.4], [-0.6, -0.1, 0.2], [0.0, -0.6, -0.4], [0.3, 0.7, -0.8], [0.5, 0.1, -0.7], [-0.5, 0.9, 0.9], [0.0, 1.5, -1.4], [-0.3, -0.6, 0.5], [-0.7, 1.8, 1.5], [0.2, -0.1, -0.8], [0.6, -2.2, 1.7], [-1.0, 0.9, -0.1], [-0.3, 0.4, 0.5], [1.1, -1.1, -0.8], [-0.3, 0.7, 0.1], [0.4, -0.8, -0.5], [-0.4, 0.2, 0.6], [-0.6, -0.9, -0.8], [1.0, 1.0, 1.5], [0.1, -0.3, -0.3], [-0.1, -0.4, 0.2], [0.2, -0.4, 0.0], [0.0, 0.2, -0.3], [0.3, 0.2, -0.2], [-0.1, 0.4, 0.0], [0.1, 0.6, 0.8], [-0.5, 0.3, -0.4], [-0.2, 0.2, 0.2], [0.1, -0.6, -0.3], [0.0, 0.8, 1.7], [1.5, 0.6, -2.9], [0.5, -1.6, 0.6], [0.1, 0.2, 0.6], [-0.7, 0.5, 0.4], [0.1, -0.3, -0.1], [0.1, -0.3, -0.2], [-0.1, -0.4, 0.0], [-1.3, 0.6, 1.6], [-0.3, 0.6, -0.4], [-0.1, 0.1, 0.1], [0.4, -0.2, -0.4], [0.2, 0.0, 0.3], [0.5, -0.6, 1.1], [-0.8, -1.9, -1.8], [-0.2, 0.4, -1.2], [-1.0, 1.4, -0.3], [1.0, -0.6, 0.3], [-0.1, -1.1, -0.7], [-0.4, 1.7, 0.6], [0.2, -0.1, 1.1], [-0.4, 0.5, 1.0], [0.2, -0.4, 0.6], [-0.2, 0.2, 0.0], [0.1, -1.0, -0.4], [0.1, 0.3, -0.2], [-0.3, 0.1, 0.0], [0.5, 0.7, -0.9], [-0.4, 0.0, 0.5], [0.0, 0.1, 0.1], [0.2, 0.6, 0.0], [0.1, 0.3, -0.4], [0.1, -0.5, -0.4], [-0.9, 0.2, -0.8], [0.0, -0.2, -0.3], [0.3, -0.3, 0.0], [0.3, 0.2, 0.3], [0.1, 0.0, 0.1], [0.3, -0.2, 0.1], [-0.1, 0.4, 0.3], [-0.5, 0.2, -0.4], [0.1, 0.1, -0.5], [0.0, -0.7, 0.1], [-0.3, 0.0, 0.5], [-0.2, -0.4, 0.3], [0.1, -0.2, -0.2], [0.1, 0.0, -0.4], [0.4, 1.0, -0.5]]}

Which formula does entry 2 have? C42H31Cl2N5O2P2Pb